(1)
Entry from the Open Molecules 2025 dataset: a structure of composition C20H41ErN2OP2S (ωB97M-V with the def2-TZVPD basis set).

Positions of all 68 atoms, in Å:
Er 0.54358 -0.32037 0.75695
P 0.01786 -2.24815 -1.23983
P 0.09126 2.41387 0.86786
N 1.37189 0.43659 -1.19907
C 1.52454 -1.91012 -2.21443
H 2.27194 -2.69254 -1.98951
H 1.32932 -2.01544 -3.29796
C 2.19042 -0.54200 -1.95464
H 3.08762 -0.69164 -1.32383
H 2.54467 -0.07025 -2.90359
C 1.96680 1.81941 -1.27391
H 1.60910 2.35613 -2.17922
H 3.04232 1.63386 -1.43137
C 1.76724 2.52924 0.05956
H 2.07685 3.57206 -0.05467
H 2.49578 2.14183 0.78802
C 0.42713 3.11914 2.56408
C 0.87791 1.98591 3.49537
H 1.83392 1.51641 3.22338
H 0.12081 1.18748 3.51089
H 0.97997 2.35698 4.52660
C -0.85859 3.61631 -0.12408
C -2.36594 3.46597 0.14563
H -2.92095 3.87460 -0.71009
H -2.69751 4.00196 1.04664
H -2.64938 2.40424 0.21491
C -1.25240 -2.70465 -2.50705
C -2.55453 -3.24464 -1.89149
H -3.31931 -3.25330 -2.68207
H -2.93918 -2.56460 -1.11669
H -2.47273 -4.27229 -1.50387
C 0.37551 -3.78600 -0.20877
C -0.74987 -4.01948 0.82460
H -0.29962 -4.42443 1.74475
H -1.47261 -4.76986 0.46632
H -1.30843 -3.10362 1.09170
C -1.57339 0.14320 -0.20406
C -0.27101 5.02622 0.02849
H 0.62566 5.07832 0.65860
H 0.03650 5.38859 -0.95966
H -1.00057 5.75147 0.41011
C -0.74568 -3.49817 -3.72771
H -1.57308 -4.04640 -4.20111
H -0.41930 -2.79253 -4.50381
H 0.06680 -4.20933 -3.52089
C 0.67570 -5.03000 -1.05139
H 0.96011 -5.84668 -0.36942
H -0.20234 -5.37236 -1.61476
H 1.50828 -4.87815 -1.75315
C -0.77149 3.84487 3.16904
H -1.66071 3.20846 3.12508
H -0.57521 4.05546 4.22744
H -1.00358 4.80634 2.69916
H 1.25217 3.83005 2.44532
H 1.30019 -3.52530 0.34433
H -0.69326 3.28796 -1.16764
H -1.48910 -1.68653 -2.87113
O -1.83444 -0.49168 0.89291
H 0.35735 0.46967 -1.51562
H -2.17175 0.45626 -1.08887
S 2.52705 -2.03166 4.02418
C 4.00372 -1.55330 3.21836
C 3.75817 -1.02675 1.98691
N 2.41172 -1.11723 1.61965
C 1.62824 -1.60343 2.63471
H 4.96454 -1.65392 3.69462
H 4.45330 -0.53577 1.33774
H 0.52223 -1.67890 2.57940

DFT total energy: -3066.77830 hartree
Net charge: +2
Spin multiplicity: 4
⟨S²⟩: 3.75
Kohn-Sham gap (alpha / beta): 0.2466 / 0.2484 Ha
LUMO level (alpha / beta): -6.7 / -6.6 eV
Highest occupied orbital energy (alpha / beta): -13.361 / -13.406 eV

***

(2)
Entry from the Open Molecules 2025 dataset: a cluster of 3 separate species, C20H41FNO6S in total (ωB97M-V with the def2-TZVPD basis set).

Positions of all 70 atoms, in Å:
C 3.62953 2.12800 2.06580
C 4.12175 0.62721 2.00789
C 3.60889 -0.06191 0.68444
C 2.04065 -0.04654 0.53187
C 1.47737 1.22480 -0.23475
C 0.13111 0.78417 -0.92324
C -0.51670 1.86890 -1.88965
C 0.07725 3.31432 -1.74886
C 1.35205 3.60344 -2.62016
O 0.99357 4.62178 -3.58096
C 1.85372 2.39737 -3.47428
N 3.20769 2.61554 -4.08549
C 4.15106 2.98028 -2.98337
C 3.61736 4.29522 -2.32908
F 3.75065 5.37106 -3.21817
S 4.79002 4.66051 -0.93034
O 2.33843 4.20356 -1.75231
H 4.17180 2.69871 2.86965
H 3.87283 2.66362 1.10744
H 2.54135 2.18577 2.31945
H 3.81462 0.08735 2.93580
H 5.24551 0.67845 2.00841
H 4.03567 0.55719 -0.15946
H 4.04679 -1.08545 0.54903
H 1.58262 -0.06036 1.55820
H 1.69887 -0.99874 0.04264
H 1.25711 1.98632 0.56221
H 2.22864 1.69323 -0.91598
H -0.59755 0.59562 -0.08698
H 0.21913 -0.20589 -1.44695
H -0.56211 1.50126 -2.95204
H -1.59530 1.94647 -1.58125
H 0.31810 3.60155 -0.69465
H -0.72809 4.02749 -2.06874
H 1.18479 5.45132 -3.11630
H 1.13556 2.29889 -4.33340
H 1.84382 1.40913 -2.95994
H 3.19499 3.27862 -4.87052
H 3.50858 1.70874 -4.46145
H 5.12949 3.23842 -3.46809
H 4.31663 2.17103 -2.23834
H 3.98668 5.37238 -0.07114
O 0.78149 -2.54071 -1.03963
C -0.29051 -3.09226 -0.95588
O -1.34269 -2.59311 -1.61413
C -2.60380 -3.27079 -1.73378
C -3.48539 -2.99830 -0.53379
C -0.48628 -4.27657 -0.05028
H -2.45873 -4.33730 -1.91367
H -3.07660 -2.86904 -2.63119
H -3.04001 -3.37314 0.38411
H -4.46135 -3.46947 -0.65975
H -3.62827 -1.92323 -0.40201
H -0.67611 -3.92200 0.96332
H 0.42793 -4.86922 -0.05779
H -1.28916 -4.94040 -0.36061
O -3.80194 -4.59386 2.07948
C -4.47751 -4.04230 2.91049
O -4.64895 -2.71313 2.85002
C -5.57638 -1.98634 3.66852
C -4.96436 -1.63166 5.00778
C -5.05750 -4.80605 4.06971
H -6.51825 -2.52851 3.76746
H -5.80397 -1.07026 3.12232
H -4.70824 -2.52354 5.58141
H -5.65634 -1.02856 5.59801
H -4.04017 -1.06866 4.86630
H -4.30236 -4.89346 4.85135
H -5.33050 -5.80169 3.72252
H -5.96106 -4.36282 4.48179

DFT total energy: -1790.63001 hartree
Net charge: +1
Kohn-Sham gap: 0.3229 Ha
LUMO level: -3.1 eV
Highest occupied orbital energy: -11.901 eV
Relative energy (zero: lowest compared OMol25 entry of this formula, charge and spin): 0.00 kcal per mole

***

Repeat the first record exactly.
Entry from the Open Molecules 2025 dataset: a structure of composition C20H41ErN2OP2S (ωB97M-V with the def2-TZVPD basis set).

Positions of all 68 atoms, in Å:
Er 0.54358 -0.32037 0.75695
P 0.01786 -2.24815 -1.23983
P 0.09126 2.41387 0.86786
N 1.37189 0.43659 -1.19907
C 1.52454 -1.91012 -2.21443
H 2.27194 -2.69254 -1.98951
H 1.32932 -2.01544 -3.29796
C 2.19042 -0.54200 -1.95464
H 3.08762 -0.69164 -1.32383
H 2.54467 -0.07025 -2.90359
C 1.96680 1.81941 -1.27391
H 1.60910 2.35613 -2.17922
H 3.04232 1.63386 -1.43137
C 1.76724 2.52924 0.05956
H 2.07685 3.57206 -0.05467
H 2.49578 2.14183 0.78802
C 0.42713 3.11914 2.56408
C 0.87791 1.98591 3.49537
H 1.83392 1.51641 3.22338
H 0.12081 1.18748 3.51089
H 0.97997 2.35698 4.52660
C -0.85859 3.61631 -0.12408
C -2.36594 3.46597 0.14563
H -2.92095 3.87460 -0.71009
H -2.69751 4.00196 1.04664
H -2.64938 2.40424 0.21491
C -1.25240 -2.70465 -2.50705
C -2.55453 -3.24464 -1.89149
H -3.31931 -3.25330 -2.68207
H -2.93918 -2.56460 -1.11669
H -2.47273 -4.27229 -1.50387
C 0.37551 -3.78600 -0.20877
C -0.74987 -4.01948 0.82460
H -0.29962 -4.42443 1.74475
H -1.47261 -4.76986 0.46632
H -1.30843 -3.10362 1.09170
C -1.57339 0.14320 -0.20406
C -0.27101 5.02622 0.02849
H 0.62566 5.07832 0.65860
H 0.03650 5.38859 -0.95966
H -1.00057 5.75147 0.41011
C -0.74568 -3.49817 -3.72771
H -1.57308 -4.04640 -4.20111
H -0.41930 -2.79253 -4.50381
H 0.06680 -4.20933 -3.52089
C 0.67570 -5.03000 -1.05139
H 0.96011 -5.84668 -0.36942
H -0.20234 -5.37236 -1.61476
H 1.50828 -4.87815 -1.75315
C -0.77149 3.84487 3.16904
H -1.66071 3.20846 3.12508
H -0.57521 4.05546 4.22744
H -1.00358 4.80634 2.69916
H 1.25217 3.83005 2.44532
H 1.30019 -3.52530 0.34433
H -0.69326 3.28796 -1.16764
H -1.48910 -1.68653 -2.87113
O -1.83444 -0.49168 0.89291
H 0.35735 0.46967 -1.51562
H -2.17175 0.45626 -1.08887
S 2.52705 -2.03166 4.02418
C 4.00372 -1.55330 3.21836
C 3.75817 -1.02675 1.98691
N 2.41172 -1.11723 1.61965
C 1.62824 -1.60343 2.63471
H 4.96454 -1.65392 3.69462
H 4.45330 -0.53577 1.33774
H 0.52223 -1.67890 2.57940

DFT total energy: -3066.77830 hartree
Net charge: +2
Spin multiplicity: 4
⟨S²⟩: 3.75
Kohn-Sham gap (alpha / beta): 0.2466 / 0.2484 Ha
LUMO level (alpha / beta): -6.7 / -6.6 eV
Highest occupied orbital energy (alpha / beta): -13.361 / -13.406 eV

***

DFT total energy of number 1 (C20H41ErN2OP2S)? -3066.77830 hartree